This record from the OMol25 dataset describes a structure of composition C20H21O3Ti at a distorted geometry. The level of theory is ωB97M-V/def2-TZVPD.

Last column: Löwdin charge in e.
Element x y z (Å)
C 1.1889 -1.4708 3.7027  -0.149
C -0.0598 -2.0404 3.3176  -0.127
C -0.0595 -2.1731 1.8895  -0.173
H -0.8241 -2.4185 3.9991  0.119
C 1.2012 -1.6777 1.3872  -0.167
C 1.9790 -1.2572 2.5209  -0.168
H 3.0032 -0.8929 2.4861  0.114
H 1.5110 -1.3068 4.7273  0.113
H -0.8159 -2.6691 1.2893  0.113
H 1.4971 -1.6264 0.3459  0.100
C -0.3415 2.3621 2.4255  -0.156
C 0.0451 2.0032 3.7531  -0.121
C 1.3752 1.4947 3.7068  -0.164
H -0.5403 2.1731 4.6597  0.114
C 1.8451 1.5637 2.3453  -0.178
C 0.7676 2.0899 1.5393  -0.166
H 0.8071 2.2816 0.4737  0.112
H -1.2699 2.8538 2.1445  0.113
H 1.9711 1.2134 4.5737  0.115
H 2.8445 1.3346 1.9876  0.112
Ti 0.1532 0.0766 2.2333  0.849
O 0.4408 -0.1173 -1.0047  -0.099
C -0.7542 -0.5337 -1.5818  -0.188
C 0.4266 -0.8511 -2.4580  -0.093
H -1.2303 -1.3788 -1.0776  0.115
H -1.4097 0.2531 -1.9577  0.117
H 0.8114 -1.8829 -2.4071  0.145
H 1.6905 -1.7558 -4.7419  0.111
C 1.3211 -0.7236 -4.8174  -0.030
C 0.7060 -0.1127 -3.6766  -0.187
C 0.2783 1.2308 -3.8357  -0.023
H -0.1704 1.7391 -2.9737  0.115
C 0.3918 1.8903 -5.0655  -0.081
H 0.0266 2.9163 -5.1551  0.105
C 0.9558 1.2631 -6.1820  -0.089
H 1.0403 1.7884 -7.1332  0.102
C 1.4335 -0.0467 -6.0387  -0.091
H 1.8982 -0.5423 -6.8992  0.104
C -4.0382 -1.1583 1.7807  -0.044
O -2.6057 -1.1327 2.0032  -0.143
C -1.9441 -0.0676 1.5837  -0.483
O -2.4276 0.8675 0.9360  -0.028
H -4.2233 -1.4821 0.7546  0.088
H -4.4812 -0.1750 1.9594  0.087
H -4.4145 -1.9018 2.4802  0.084

Computed properties:
Charge: 0
ΔE to the lowest compared entry with this formula, charge and spin in kJ/mol: 28.0
HOMO energy (alpha / beta) in eV: -7.37 / -7.76
LUMO energy (alpha / beta) in eV: 0.4410 / 0.5167
Spin multiplicity: 2
Energy in eV: -50335.853